(1)
2 unconnected molecules or ions with the total composition C4H13N2O in a non-equilibrium geometry. Source: the OMol25 dataset; level of theory: wB97M-V/def2-TZVPD.

CARTESIAN COORDINATES (ANGSTROEM)
1 C 2.200 -0.803 -0.427
2 C 1.312 -0.278 0.691
3 C -0.160 -0.391 0.446
4 C -0.776 -1.531 0.105
5 N -2.099 -1.786 -0.010
6 N -0.894 0.887 0.569
7 H 2.005 -0.254 -1.348
8 H 2.006 -1.838 -0.703
9 H 3.262 -0.713 -0.215
10 H 1.699 -0.541 1.679
11 H 1.565 0.790 0.792
12 H -0.100 -2.272 -0.278
13 H -2.790 -1.230 0.455
14 H -2.410 -2.550 -0.579
15 H -1.753 1.049 0.064
16 H -1.056 1.074 1.566
17 H -0.269 1.671 0.283
18 H 0.000 2.403 -1.758
19 H 0.927 3.571 -1.246
20 O 0.289 2.898 -0.983

Properties
energy above the lowest of the compared OMol25 structures with the same formula, charge and spin	1.915	eV
F_max	2.023	eV Å⁻¹
spin multiplicity	1
energy	-9379.669	eV
total charge	+1
frontier orbital gap	9.180	eV

=====

(2)
2 unconnected molecules or ions with the total composition C4H13N2O in a non-equilibrium geometry. Source: the OMol25 dataset; level of theory: wB97M-V/def2-TZVPD.

CARTESIAN COORDINATES (ANGSTROEM)
1 C 0.358 -1.853 -1.798
2 C -0.230 -1.830 -0.384
3 C -0.559 -0.500 0.233
4 C 0.294 0.487 0.273
5 N -0.082 1.807 0.856
6 N -0.664 -1.548 -2.783
7 H 0.895 -2.789 -1.861
8 H 1.125 -1.081 -1.911
9 H 0.407 -2.373 0.317
10 H -1.149 -2.412 -0.417
11 H -1.616 -0.456 0.441
12 H 1.349 0.358 0.075
13 H -1.095 1.881 0.850
14 H 0.363 1.995 1.777
15 H 0.227 2.495 0.163
16 H -0.208 -1.504 -3.676
17 H -1.429 -2.200 -2.767
18 H 1.452 2.874 3.525
19 H 0.048 3.693 3.748
20 O 0.514 2.957 3.337

Properties
energy above the lowest of the compared OMol25 structures with the same formula, charge and spin	2.260	eV
F_max	1.838	eV Å⁻¹
spin multiplicity	1
energy	-9379.323	eV
total charge	+1
frontier orbital gap	9.142	eV

=====

(3)
2 unconnected molecules or ions with the total composition C4H13N2O in a non-equilibrium geometry. Source: the OMol25 dataset; level of theory: wB97M-V/def2-TZVPD.

CARTESIAN COORDINATES (ANGSTROEM)
1 C 1.714 1.784 0.244
2 C 0.371 1.661 -0.575
3 C -0.428 0.501 -0.109
4 C -1.335 0.535 0.868
5 N -1.926 -0.587 1.488
6 N -0.367 -0.704 -0.977
7 H 2.545 2.270 -0.258
8 H 2.040 0.768 0.507
9 H 1.414 2.188 1.214
10 H -0.156 2.588 -0.369
11 H 0.632 1.666 -1.637
12 H -1.753 1.498 1.113
13 H -2.073 -0.314 2.455
14 H -2.876 -0.762 1.161
15 H 0.570 -1.056 -1.178
16 H -0.927 -1.426 -0.522
17 H -0.726 -0.541 -1.923
18 H 1.807 -3.112 -0.741
19 H 0.604 -3.892 -0.189
20 O 0.870 -3.066 -0.571

Properties
energy above the lowest of the compared OMol25 structures with the same formula, charge and spin	2.264	eV
F_max	1.875	eV Å⁻¹
spin multiplicity	1
energy	-9379.320	eV
total charge	+1
frontier orbital gap	10.398	eV

=====

(4)
2 unconnected molecules or ions with the total composition C4H13N2O2 in a non-equilibrium geometry. Source: the OMol25 dataset; level of theory: wB97M-V/def2-TZVPD.

CARTESIAN COORDINATES (ANGSTROEM)
1 N 2.000 -1.468 1.056
2 C 1.285 -1.865 -0.143
3 C 0.818 -0.729 -1.036
4 N -0.340 -0.037 -0.481
5 C -0.644 1.241 -1.155
6 C -0.785 2.531 -0.249
7 O -1.719 3.358 -0.692
8 H 1.469 -0.780 1.576
9 H 2.858 -0.936 0.894
10 H 1.906 -2.542 -0.713
11 H 0.414 -2.423 0.216
12 H 0.569 -1.104 -2.031
13 H 1.639 -0.004 -1.140
14 H -0.141 0.160 0.501
15 H -1.569 1.153 -1.712
16 H 0.125 1.426 -1.924
17 H -0.902 2.151 0.811
18 H 0.274 2.943 -0.245
19 H -2.587 -0.811 1.421
20 H -2.064 -1.509 2.660
21 O -2.606 -0.753 2.387

Properties
energy above the lowest of the compared OMol25 structures with the same formula, charge and spin	1.671	eV
F_max	1.261	eV Å⁻¹
spin multiplicity	1
energy	-11433.066	eV
total charge	-1
frontier orbital gap	5.774	eV

=====

(5)
2 unconnected molecules or ions with the total composition C4H13N2O2 in a non-equilibrium geometry. Source: the OMol25 dataset; level of theory: wB97M-V/def2-TZVPD.

CARTESIAN COORDINATES (ANGSTROEM)
1 C 0.449 -1.274 0.580
2 N -0.129 -1.446 -0.749
3 C -1.517 -0.711 -0.839
4 O -1.705 0.227 0.079
5 C 1.669 -0.254 0.436
6 C 2.549 -0.379 1.683
7 N 1.087 1.082 0.431
8 H 0.953 -2.130 1.053
9 H -0.268 -0.881 1.285
10 H -0.201 -2.377 -1.128
11 H -2.327 -1.513 -0.864
12 H -1.670 -0.309 -1.845
13 H 2.176 -0.590 -0.464
14 H 1.912 -0.312 2.553
15 H 3.353 -1.156 1.692
16 H 3.300 0.424 1.732
17 H 1.453 1.647 -0.323
18 H 0.060 1.029 0.340
19 H -1.885 1.890 -2.058
20 H -2.200 1.813 -0.587
21 O -2.209 2.468 -1.334

Properties
energy above the lowest of the compared OMol25 structures with the same formula, charge and spin	0.983	eV
F_max	2.429	eV Å⁻¹
spin multiplicity	1
energy	-11433.753	eV
total charge	-1
frontier orbital gap	7.385	eV

=====

(6)
2 unconnected molecules or ions with the total composition C4H13N2O2 in a non-equilibrium geometry. Source: the OMol25 dataset; level of theory: wB97M-V/def2-TZVPD.

CARTESIAN COORDINATES (ANGSTROEM)
1 N -0.676 -1.905 -0.284
2 C -0.292 -1.112 0.915
3 C 0.152 0.314 0.708
4 N 1.427 0.349 0.033
5 C 2.145 1.589 -0.310
6 C 1.386 2.124 -1.586
7 O 0.233 1.896 -1.825
8 H -0.655 -2.930 -0.142
9 H 0.068 -1.917 -1.105
10 H -1.562 -1.502 -0.578
11 H -1.090 -1.190 1.641
12 H 0.476 -1.598 1.536
13 H 0.012 0.761 1.712
14 H -0.625 0.808 0.126
15 H 2.089 -0.193 0.579
16 H 2.137 2.452 0.368
17 H 3.201 1.359 -0.518
18 H 1.972 2.569 -2.411
19 H -3.945 -0.920 -0.190
20 H -3.308 -0.147 1.000
21 O -3.145 -0.807 0.333

Properties
energy above the lowest of the compared OMol25 structures with the same formula, charge and spin	2.265	eV
F_max	2.726	eV Å⁻¹
spin multiplicity	2
energy	-11429.485	eV
frontier orbital gap (alpha / beta)	3.620 / 9.749	eV

=====

(7)
2 unconnected molecules or ions with the total composition C4H13N2O2 in a non-equilibrium geometry. Source: the OMol25 dataset; level of theory: wB97M-V/def2-TZVPD.

CARTESIAN COORDINATES (ANGSTROEM)
1 C 1.492 -0.431 0.191
2 C 0.876 -0.725 -1.126
3 C -0.590 -1.179 -1.345
4 C -1.330 -1.332 -0.036
5 N -2.150 -2.436 -0.045
6 O -1.238 -0.670 0.940
7 N 0.731 0.999 0.553
8 H 2.503 -0.203 0.065
9 H 1.070 -1.200 0.795
10 H 1.526 -1.530 -1.580
11 H 1.146 0.125 -1.840
12 H -0.478 -2.035 -1.949
13 H -1.034 -0.206 -1.840
14 H -2.498 -2.747 0.874
15 H -2.246 -3.048 -0.722
16 H -0.258 0.729 0.839
17 H 1.305 1.442 1.369
18 H 0.663 1.593 -0.307
19 H 2.285 4.677 0.297
20 H 0.928 4.982 0.998
21 O 1.529 4.355 0.729

Properties
energy above the lowest of the compared OMol25 structures with the same formula, charge and spin	1.998	eV
F_max	6.375	eV Å⁻¹
spin multiplicity	2
energy	-11429.752	eV
frontier orbital gap (alpha / beta)	3.564 / 11.303	eV

=====

(8)
2 unconnected molecules or ions with the total composition C4H13N2O2 in a non-equilibrium geometry. Source: the OMol25 dataset; level of theory: wB97M-V/def2-TZVPD.

CARTESIAN COORDINATES (ANGSTROEM)
1 C 1.510 -0.245 -0.044
2 C 0.586 -1.083 0.883
3 C -0.811 -1.458 0.349
4 C -1.723 -0.257 0.314
5 N -2.349 0.106 1.455
6 O -1.818 0.427 -0.704
7 N 1.097 -0.035 -1.462
8 H 2.546 -0.626 -0.031
9 H 1.579 0.737 0.378
10 H 0.450 -0.531 1.795
11 H 1.139 -2.016 1.107
12 H -1.237 -2.268 0.957
13 H -0.754 -1.936 -0.623
14 H -3.117 0.730 1.333
15 H -2.401 -0.522 2.242
16 H 0.070 0.084 -1.551
17 H 1.447 0.855 -1.784
18 H 1.434 -0.823 -1.985
19 H 0.107 2.685 -0.586
20 H 1.258 3.542 -1.075
21 O 0.989 2.632 -0.968

Properties
energy above the lowest of the compared OMol25 structures with the same formula, charge and spin	0.703	eV
F_max	1.507	eV Å⁻¹
spin multiplicity	1
energy	-11428.771	eV
total charge	+1
frontier orbital gap	11.045	eV

=====

(9)
2 unconnected molecules or ions with the total composition C4H13N2O2 in a non-equilibrium geometry. Source: the OMol25 dataset; level of theory: wB97M-V/def2-TZVPD.

CARTESIAN COORDINATES (ANGSTROEM)
1 N -0.397 -1.929 1.034
2 C -0.566 -0.438 0.826
3 C 0.755 0.055 0.288
4 N 1.019 1.378 0.078
5 C -0.100 2.317 0.168
6 C -0.944 2.416 -1.150
7 O 1.675 -0.751 0.175
8 H -1.013 -2.390 1.702
9 H 0.553 -2.071 1.399
10 H -0.363 -2.401 0.099
11 H -1.352 -0.431 0.066
12 H -0.961 0.050 1.719
13 H 1.853 1.631 -0.422
14 H -0.585 2.238 1.142
15 H 0.349 3.330 0.200
16 H -0.249 2.360 -1.975
17 H -1.633 3.245 -1.092
18 H -1.461 1.466 -1.169
19 H 1.646 -2.742 -0.886
20 H 0.910 -4.037 -1.411
21 O 0.864 -3.295 -0.793

Properties
energy above the lowest of the compared OMol25 structures with the same formula, charge and spin	1.462	eV
F_max	3.221	eV Å⁻¹
spin multiplicity	1
energy	-11428.012	eV
total charge	+1
frontier orbital gap	10.592	eV

=====

(10)
2 unconnected molecules or ions with the total composition C4H13N2O2 in a non-equilibrium geometry. Source: the OMol25 dataset; level of theory: wB97M-V/def2-TZVPD.

CARTESIAN COORDINATES (ANGSTROEM)
1 N 0.553 -1.179 -2.082
2 C 0.049 -0.824 -0.684
3 C 1.165 -0.836 0.232
4 C -0.508 0.647 -0.961
5 N -1.402 1.240 -0.085
6 C -2.105 0.404 0.815
7 O 0.105 1.215 -1.835
8 H 0.058 -0.727 -2.869
9 H 1.479 -0.726 -2.258
10 H 0.619 -2.222 -2.199
11 H -0.751 -1.573 -0.387
12 H 1.942 -0.008 0.079
13 H 0.882 -0.659 1.315
14 H 1.733 -1.699 0.315
15 H -1.777 2.190 -0.363
16 H -1.392 -0.342 1.346
17 H -2.870 -0.270 0.321
18 H -2.395 1.015 1.630
19 H 2.183 1.524 2.135
20 H 1.194 1.484 3.232
21 O 1.238 1.347 2.305

Properties
energy above the lowest of the compared OMol25 structures with the same formula, charge and spin	2.294	eV
F_max	4.744	eV Å⁻¹
spin multiplicity	1
energy	-11427.180	eV
total charge	+1
frontier orbital gap	10.395	eV

=====

(11)
2 unconnected molecules or ions with the total composition C4H13N2OS in a non-equilibrium geometry. Source: the OMol25 dataset; level of theory: wB97M-V/def2-TZVPD.

CARTESIAN COORDINATES (ANGSTROEM)
1 N -0.330 1.737 -1.133
2 C -0.181 0.553 -0.278
3 C 1.045 -0.279 -0.682
4 S 2.638 0.470 -0.122
5 C -1.430 -0.343 -0.368
6 N -2.305 -0.430 0.827
7 C -2.761 0.876 1.280
8 H -0.138 2.554 -0.558
9 H 0.470 1.736 -1.754
10 H 0.025 0.738 0.766
11 H 1.021 -1.241 -0.175
12 H 1.082 -0.400 -1.771
13 H -1.336 -1.361 -0.661
14 H -2.098 0.108 -1.113
15 H -1.775 -0.907 1.545
16 H -2.307 1.198 2.213
17 H -3.821 0.817 1.500
18 H -2.667 1.650 0.527
19 H 5.482 -1.893 -0.122
20 H 4.214 -2.806 0.017
21 O 5.171 -2.776 0.062

Properties
energy above the lowest of the compared OMol25 structures with the same formula, charge and spin	0.759	eV
F_max	2.417	eV Å⁻¹
spin multiplicity	1
energy	-20222.174	eV
total charge	-1
frontier orbital gap	6.393	eV

=====

(12)
A gas-phase ion, C4H13N2S (charge +1) in a non-equilibrium geometry. Source: the OMol25 dataset; level of theory: wB97M-V/def2-TZVPD.

CARTESIAN COORDINATES (ANGSTROEM)
1 C 1.726 0.014 -0.459
2 N 0.366 -0.499 -0.564
3 C 0.342 -1.852 0.122
4 C -0.642 0.409 0.021
5 C -0.743 1.797 -0.661
6 N -0.174 0.583 1.559
7 S -2.274 -0.443 -0.237
8 H 1.680 1.004 -0.966
9 H 1.920 0.171 0.585
10 H 2.431 -0.503 -0.967
11 H 0.251 -0.759 -1.567
12 H -0.649 -2.241 -0.071
13 H 1.055 -2.501 -0.198
14 H 0.454 -1.797 1.193
15 H -1.820 1.937 -0.486
16 H -0.533 1.696 -1.747
17 H -0.264 2.525 -0.093
18 H -0.995 0.210 2.151
19 H -0.045 1.537 1.591
20 H -2.086 -1.290 0.795

Properties
energy above the lowest of the compared OMol25 structures with the same formula, charge and spin	2.245	eV
F_max	5.863	eV Å⁻¹
spin multiplicity	1
energy	-18166.248	eV
total charge	+1
frontier orbital gap	10.877	eV

=====

Please write out number 8 again, unchanged.
2 unconnected molecules or ions with the total composition C4H13N2O2 in a non-equilibrium geometry. Source: the OMol25 dataset; level of theory: wB97M-V/def2-TZVPD.

CARTESIAN COORDINATES (ANGSTROEM)
1 C 1.510 -0.245 -0.044
2 C 0.586 -1.083 0.883
3 C -0.811 -1.458 0.349
4 C -1.723 -0.257 0.314
5 N -2.349 0.106 1.455
6 O -1.818 0.427 -0.704
7 N 1.097 -0.035 -1.462
8 H 2.546 -0.626 -0.031
9 H 1.579 0.737 0.378
10 H 0.450 -0.531 1.795
11 H 1.139 -2.016 1.107
12 H -1.237 -2.268 0.957
13 H -0.754 -1.936 -0.623
14 H -3.117 0.730 1.333
15 H -2.401 -0.522 2.242
16 H 0.070 0.084 -1.551
17 H 1.447 0.855 -1.784
18 H 1.434 -0.823 -1.985
19 H 0.107 2.685 -0.586
20 H 1.258 3.542 -1.075
21 O 0.989 2.632 -0.968

Properties
energy above the lowest of the compared OMol25 structures with the same formula, charge and spin	0.703	eV
F_max	1.507	eV Å⁻¹
spin multiplicity	1
energy	-11428.771	eV
total charge	+1
frontier orbital gap	11.045	eV